[1]
27
Properties=species:S:1:pos:R:3 method="wB97M-V/def2-TZVPD" charge=-1 total_energy_ha=-705.37982 homo_lumo_gap_ev=8.38
C 1.12 -0.06 2.56
N 2.10 0.19 1.42
C 2.19 -0.72 0.34
C 0.76 -1.20 -0.08
O 0.15 -1.90 0.74
O 0.34 -0.66 -1.13
H 0.02 0.13 2.38
H 1.47 0.52 3.38
H 1.24 -1.15 2.89
H 1.89 1.12 1.12
H 2.86 -1.52 0.76
H 2.78 -0.25 -0.54
H -1.17 -0.47 -1.88
H -2.56 -0.77 -1.08
O -2.21 -0.61 -2.04
H 2.25 2.72 -0.74
H 2.34 2.96 0.71
O 2.46 3.42 -0.04
H -1.64 -1.61 0.67
H -2.83 -2.47 1.11
O -2.43 -1.55 1.05
H 0.69 0.96 -2.27
H -0.04 2.01 -3.09
O 0.90 1.90 -2.68
H -3.68 1.19 0.21
H -3.66 -0.19 0.91
O -4.10 0.33 0.19

***

[2]
134
Properties=species:S:1:pos:R:3 method="wB97M-V/def2-TZVPD" smiles=COC[C@H](C)N.COC[C@H](C)N.OCCO.OCCO.OCCO.OCCO.OCCO.OCCO.OCCO.OCCO.OCCO.OCCO total_energy_ha=-2880.59145 homo_lumo_gap_ev=8.25
C 1.39 -1.63 -0.55
O 1.45 -0.66 0.50
C 1.34 0.63 -0.05
C 1.13 1.74 1.01
C 0.10 1.45 2.09
N 0.66 2.99 0.40
H 0.52 -1.57 -1.21
H 1.50 -2.63 -0.13
H 2.24 -1.51 -1.23
H 2.25 1.00 -0.54
H 0.46 0.64 -0.71
H 2.09 1.96 1.49
H -0.05 2.25 2.82
H 0.36 0.51 2.59
H -0.92 1.40 1.69
H -0.25 2.74 -0.03
H 1.22 3.17 -0.43
C -1.24 1.23 5.73
O -2.22 0.41 5.14
C -2.65 -0.67 5.91
C -3.81 -1.37 5.17
C -4.27 -2.64 5.86
N -3.43 -1.56 3.77
H -0.32 0.66 5.87
H -1.56 1.70 6.66
H -0.97 2.01 5.01
H -1.91 -1.48 6.03
H -2.87 -0.45 6.97
H -4.61 -0.62 5.23
H -5.15 -3.02 5.34
H -4.61 -2.47 6.88
H -3.50 -3.41 5.82
H -2.82 -0.77 3.58
H -2.83 -2.38 3.63
O 4.67 4.18 -2.13
C 4.41 3.20 -1.12
C 5.03 1.86 -1.46
O 4.20 1.17 -2.38
H 3.94 4.80 -2.00
H 4.89 3.58 -0.20
H 3.35 3.13 -0.86
H 5.12 1.29 -0.52
H 6.07 1.99 -1.78
H 4.40 0.23 -2.40
O -1.66 2.72 -1.21
C -2.10 3.76 -2.08
C -3.52 4.13 -1.66
O -4.43 3.10 -2.00
H -2.16 1.89 -1.42
H -1.44 4.62 -1.99
H -2.04 3.46 -3.12
H -3.81 4.96 -2.33
H -3.65 4.55 -0.66
H -5.17 3.09 -1.38
O 2.43 -4.84 1.49
C 2.76 -5.61 2.69
C 2.12 -6.97 2.74
O 2.97 -7.96 2.12
H 3.25 -4.44 1.18
H 3.84 -5.69 2.81
H 2.38 -4.98 3.49
H 1.19 -6.96 2.17
H 2.00 -7.33 3.76
H 3.59 -8.30 2.77
O 0.25 -5.81 0.06
C 0.31 -5.57 -1.34
C 1.45 -6.16 -2.18
O 1.29 -7.54 -2.34
H 1.07 -5.47 0.47
H -0.66 -5.91 -1.72
H 0.31 -4.47 -1.35
H 2.38 -5.94 -1.62
H 1.57 -5.68 -3.15
H 1.60 -7.98 -1.54
O 0.33 7.81 -4.06
C 0.01 6.58 -4.70
C 1.05 5.50 -4.40
O 0.96 5.08 -3.06
H 0.23 7.64 -3.11
H -0.95 6.22 -4.30
H -0.09 6.77 -5.76
H 2.08 5.86 -4.57
H 0.92 4.70 -5.14
H 1.36 4.18 -3.01
O -1.82 -3.97 3.58
C -0.60 -3.70 2.88
C 0.04 -2.44 3.45
O 0.37 -2.69 4.82
H -2.26 -4.68 3.09
H 0.16 -4.47 2.98
H -0.79 -3.52 1.82
H -0.65 -1.58 3.40
H 0.91 -2.06 2.92
H -0.44 -3.06 5.20
O -0.10 -2.85 -3.70
C 0.95 -2.03 -4.18
C 1.42 -2.52 -5.53
O 1.89 -3.87 -5.45
H 0.10 -3.69 -4.15
H 0.63 -1.00 -4.29
H 1.83 -1.96 -3.53
H 2.26 -1.95 -5.94
H 0.57 -2.46 -6.23
H 2.44 -4.09 -6.20
O 2.76 0.75 -4.92
C 1.59 1.54 -4.98
C 0.86 1.67 -3.65
O 1.65 2.51 -2.81
H 3.45 1.21 -4.43
H 1.86 2.50 -5.44
H 0.98 1.03 -5.74
H 0.79 0.69 -3.19
H -0.14 2.08 -3.81
H 2.51 2.09 -2.65
O -2.27 -0.97 0.87
C -3.42 -0.29 0.38
C -3.61 -0.43 -1.12
O -2.59 0.18 -1.94
H -1.47 -0.48 0.68
H -4.32 -0.64 0.89
H -3.25 0.76 0.65
H -4.57 0.01 -1.40
H -3.64 -1.49 -1.40
H -2.66 -0.11 -2.85
O -2.13 4.45 4.17
C -2.37 5.33 3.08
C -1.54 4.95 1.86
O -0.15 5.10 2.04
H -1.21 4.62 4.41
H -3.41 5.30 2.75
H -2.13 6.34 3.43
H -1.89 5.54 1.00
H -1.71 3.90 1.60
H 0.26 4.33 1.57

***

[3]
23
Properties=species:S:1:pos:R:3 method="wB97M-V/def2-TZVPD" charge=+1 total_energy_ha=-793.06515 homo_lumo_gap_ev="5.26 / 8.16"
C -1.11 0.63 0.74
C -0.66 -0.79 0.47
C -0.31 1.39 -1.44
C 1.64 -0.61 -0.49
C -0.92 3.02 0.27
C 1.18 -2.37 1.27
N -0.78 1.62 -0.27
N 0.80 -1.00 0.70
O -1.58 0.99 1.78
O 1.77 -1.58 -1.46
I 3.28 0.50 0.08
H -1.25 -1.47 1.30
H -0.75 -1.05 -0.59
H -0.11 2.28 -1.97
H 0.10 0.39 -1.81
H -1.28 3.52 -0.59
H -1.61 2.79 1.05
H 0.15 3.25 0.36
H 0.91 -2.41 2.29
H 0.81 -3.05 0.51
H 2.33 -2.27 1.05
H 1.04 -0.29 1.47
H 2.58 -2.03 -1.37

***

[4]
17
Properties=species:S:1:pos:R:3 method="wB97M-V/def2-TZVPD" total_energy_ha=-251.73993 homo_lumo_gap_ev=8.25
C -1.70 0.97 -0.72
C -1.35 -0.11 0.30
N -0.01 -0.69 0.18
C 0.27 -2.01 0.04
C 1.20 -0.24 0.60
C 1.90 0.96 0.01
H -2.71 1.34 -0.51
H -1.01 1.82 -0.66
H -1.68 0.58 -1.74
H -1.46 0.28 1.32
H -2.04 -0.96 0.19
H -0.33 -2.75 0.58
H 1.00 -2.33 -0.68
H 1.62 -0.69 1.49
H 2.91 1.04 0.43
H 1.38 1.90 0.25
H 2.00 0.91 -1.08

***

[5]
13
Properties=species:S:1:pos:R:3 method="wB97M-V/def2-TZVPD" charge=+1 smiles="C=NC1=[NH+]CC1" total_energy_ha=-265.79024 homo_lumo_gap_ev=10.09
C -2.73 0.37 0.89
N -1.48 0.57 0.65
C -0.25 0.16 0.50
N 0.95 0.42 1.13
C 1.84 0.00 0.03
C 0.49 -0.34 -0.69
H -3.54 1.08 0.69
H -2.86 -0.62 1.35
H 1.11 1.17 1.71
H 2.50 -0.94 0.22
H 2.52 0.78 -0.46
H 0.41 -1.41 -1.05
H 0.38 0.37 -1.45

***

[6]
11
Properties=species:S:1:pos:R:3 method="wB97M-V/def2-TZVPD" smiles="C=C=CC=C" total_energy_ha=-193.99131 homo_lumo_gap_ev=9.92
C -1.32 -0.46 1.66
C -0.53 -0.73 0.72
C 0.26 -1.03 -0.27
C 1.01 0.01 -1.00
C 0.51 1.22 -1.10
H -2.44 -0.12 1.69
H -0.67 -0.43 2.57
H 0.34 -1.97 -0.68
H 2.06 -0.29 -1.51
H -0.28 1.72 -0.56
H 1.06 2.06 -1.52

***

[7]
14
Properties=species:S:1:pos:R:3 method="wB97M-V/def2-TZVPD" smiles="CCOC=O.O" total_energy_ha=-344.81366 homo_lumo_gap_ev=11.35
C -0.27 -2.11 0.80
C 0.43 -1.08 0.06
O 1.70 -0.86 0.70
C 2.29 0.24 0.28
O 1.95 0.93 -0.67
H -1.33 -2.00 0.51
H -0.18 -1.95 1.89
H 0.05 -3.14 0.57
H -0.18 -0.15 0.10
H 0.60 -1.33 -1.00
H 3.21 0.46 0.86
O -2.77 4.02 -1.55
H -3.50 3.55 -1.08
H -1.99 3.42 -1.46

***

[8]
19
Properties=species:S:1:pos:R:3 method="wB97M-V/def2-TZVPD" smiles=c1cc[nH]c1.O.O.O total_energy_ha=-439.45850 homo_lumo_gap_ev=9.44
C 0.63 -0.15 -0.88
C 1.13 -0.45 0.45
C 2.28 0.25 0.63
N 2.50 1.03 -0.53
C 1.52 0.80 -1.46
H -0.28 -0.45 -1.49
H 0.73 -1.21 1.15
H 3.03 0.36 1.41
H 3.17 1.63 -0.69
H 1.49 1.28 -2.38
O -2.80 -0.34 -0.38
H -3.24 -0.09 -1.26
H -2.30 0.44 0.01
O -1.32 -2.44 1.06
H -1.71 -3.28 0.94
H -1.89 -1.76 0.55
O -1.24 1.68 0.71
H -1.30 1.61 1.63
H -0.40 1.11 0.55